# 1
DFT (wB97M-V/def2-TZVPD) results for a 3-piece molecular cluster, C5H16O2 overall at a distorted geometry.

Calculated values
SMILES string: CCC(C)C.O.O
HOMO level: -10.9 eV
DFT total energy: -350.5551 hartree
LUMO level: 0.016 hartree

The geometry in ORCA input format:
```
! RIJCOSX wB97M-V def2-TZVPD def2/J DEFGRID3
* xyz 0 1
C 0.178 1.910 -1.665
C 1.160 1.211 -0.688
C 0.960 1.722 0.725
C 2.048 1.187 1.677
C -0.422 1.355 1.299
H 0.662 2.024 -2.637
H -0.691 1.290 -1.891
H -0.169 2.871 -1.306
H 1.100 0.131 -0.774
H 2.174 1.451 -1.024
H 1.117 2.795 0.816
H 1.711 0.961 2.688
H 2.880 1.891 1.810
H 2.571 0.295 1.314
H -1.196 1.150 0.555
H -0.763 2.202 1.899
H -0.463 0.462 1.928
O -1.875 -1.975 -1.717
H -1.907 -1.857 -0.768
H -1.420 -2.809 -1.682
O -1.430 -3.993 0.471
H -1.101 -4.033 1.373
H -1.418 -4.805 -0.055
*
```

***

# 2
DFT (wB97M-V/def2-TZVPD) results for a 3-piece molecular cluster, C5H16O2 overall at a distorted geometry.

Calculated values
SMILES string: CCCCC.O.O
HOMO level: -10.5 eV
DFT total energy: -350.5094 hartree
LUMO level: 0.029 hartree

The geometry in ORCA input format:
```
! RIJCOSX wB97M-V def2-TZVPD def2/J DEFGRID3
* xyz 0 1
C -0.958 -1.175 1.500
C -0.346 -0.178 0.518
C -1.040 1.097 0.739
C -0.552 2.404 0.123
C 0.991 2.605 0.012
H -2.131 -0.986 1.469
H -0.517 -1.044 2.484
H -0.935 -2.211 1.229
H -0.325 -0.371 -0.601
H 0.841 -0.229 0.770
H -2.153 0.982 0.493
H -0.955 1.180 1.821
H -0.996 2.761 -0.898
H -0.897 3.225 0.745
H 1.101 3.644 -0.397
H 1.567 2.370 0.948
H 1.358 2.000 -0.675
O 2.123 -1.991 -1.379
H 2.763 -2.768 -1.478
H 1.781 -2.037 -0.480
O -0.067 -3.292 -2.154
H 0.396 -2.675 -2.624
H -1.049 -3.312 -2.165
*
```

***

# 3
DFT (wB97M-V/def2-TZVPD) results for a 3-piece molecular cluster, C5H16O2 overall at a distorted geometry.

Calculated values
SMILES string: CCCCC.O.O
HOMO level: -10.5 eV
DFT total energy: -350.5429 hartree
LUMO level: 0.028 hartree

The geometry in ORCA input format:
```
! RIJCOSX wB97M-V def2-TZVPD def2/J DEFGRID3
* xyz 0 1
C 1.318 -0.200 -2.337
C 1.257 -1.211 -1.205
C 0.200 -0.855 -0.058
C 0.917 -0.493 1.252
C -0.204 -0.006 2.242
H 1.717 -0.735 -3.205
H 1.819 0.741 -2.130
H 0.330 0.061 -2.744
H 2.226 -1.367 -0.735
H 0.906 -2.180 -1.551
H -0.313 0.010 -0.472
H -0.405 -1.750 0.061
H 1.481 -1.340 1.634
H 1.491 0.401 1.039
H 0.041 0.255 3.268
H -0.402 0.973 1.787
H -1.109 -0.604 2.181
O 0.254 3.405 -1.787
H 1.065 2.914 -1.605
H 0.535 4.272 -2.103
O -4.410 -0.667 2.477
H -3.970 -0.120 1.864
H -4.744 -1.504 2.126
*
```

***

# 4
DFT (wB97M-V/def2-TZVPD) results for a 3-piece molecular cluster, C5H16O2 overall at a distorted geometry.

Calculated values
SMILES string: CCCCC.O.O
HOMO level: -10.7 eV
DFT total energy: -350.5593 hartree
LUMO level: 0.031 hartree

The geometry in ORCA input format:
```
! RIJCOSX wB97M-V def2-TZVPD def2/J DEFGRID3
* xyz 0 1
C 2.066 0.929 0.147
C 0.622 0.848 0.687
C 0.358 -0.279 1.673
C -1.151 -0.593 1.856
C -2.124 0.558 1.631
H 2.053 1.718 -0.609
H 2.262 -0.027 -0.332
H 2.819 1.188 0.881
H 0.027 0.754 -0.220
H 0.398 1.823 1.145
H 0.843 -1.199 1.304
H 0.845 -0.092 2.641
H -1.433 -1.427 1.208
H -1.282 -1.081 2.834
H -3.144 0.192 1.507
H -2.133 1.292 2.438
H -1.830 0.979 0.675
O -2.857 1.873 -4.860
H -2.736 1.008 -4.454
H -3.419 1.702 -5.623
O 2.966 -3.058 -0.114
H 3.488 -2.994 0.690
H 3.625 -3.137 -0.828
*
```